Record 1
Entry from OMol25: a molecular structure, C4H13N3O (wB97M-V/def2-TZVPD).

```
21
Properties=species:S:1:pos:R:3:forces:R:3
C -1.222266 -0.515083 -1.180404 -0.330 -1.015 3.213
N -0.425165 -0.869212 -2.718057 -0.988 1.019 -0.127
C 0.070776 0.006555 -0.400148 -1.608 -1.540 0.364
C 1.062671 -1.198903 -0.315684 0.457 -0.130 1.664
O 2.057575 -1.307031 -1.315603 -2.616 -0.219 -1.717
N -0.321574 0.362355 1.012380 -2.104 -0.621 -1.531
C 0.228791 1.567476 1.534030 -0.414 1.594 0.780
N 0.662541 1.302697 2.911061 -1.293 0.172 1.889
H -1.629735 -1.567533 -1.120125 0.722 1.369 1.129
H -2.142917 0.228366 -0.830004 1.791 -1.398 -1.803
H -1.203034 -0.051648 -2.278661 0.580 0.200 -3.713
H -0.932589 -1.627726 -3.267731 -0.308 1.348 1.414
H 0.508232 0.898833 -0.938498 -0.460 -1.069 0.352
H 0.522576 -2.180898 -0.131722 0.093 1.030 -0.639
H 1.540055 -1.055687 0.660889 0.430 0.091 -0.315
H 1.419485 -1.416608 -2.120439 1.888 0.420 1.405
H -1.371200 0.297331 1.150907 1.859 0.198 -0.272
H -0.503151 2.503720 1.565340 1.261 -1.668 -0.646
H 1.132630 1.781650 0.937146 -0.457 0.333 0.212
H 0.605343 2.181949 3.487314 0.200 -1.135 -0.842
H -0.059045 0.659399 3.358012 1.297 1.021 -0.818
```
Forces are in eV/Å.

As for the relative energy (zero: lowest compared OMol25 entry of this formula, charge and spin): 157.9 kcal/mol. The value obtained for the HOMO-LUMO gap is 9.4 eV. The HOMO energy comes out at -8.98 eV.



Record 2
Entry from OMol25: a molecular structure, C47H53As2Br2IN4O2Ti (wB97M-V/def2-TZVPD).

```
112
Properties=species:S:1:pos:R:3:forces:R:3
Ti 0.116462 -0.276341 0.989634 -1.009 -0.727 -0.962
C -1.085332 1.009894 5.015188 0.748 -1.088 -0.364
C -1.001209 0.297855 3.692643 0.740 0.512 1.533
N -0.480446 0.835909 2.647244 -0.098 -0.423 0.443
N -0.220455 2.164045 2.644692 0.254 0.322 -0.976
C 0.283699 2.457945 1.450847 -0.945 -0.504 1.838
O 0.716984 1.421345 0.727070 0.483 1.304 -0.241
C 0.207458 3.823130 1.000725 2.117 0.393 -1.440
C -0.546077 4.774015 1.716230 -0.174 -0.041 -0.449
C -0.618297 6.085187 1.246648 2.329 -2.716 -2.417
C 0.070383 6.409059 0.029783 -0.811 -0.205 2.009
C 0.829566 5.466800 -0.636991 0.843 -0.297 -0.818
C 1.002428 4.172291 -0.162808 -2.498 0.111 1.719
C -1.422517 -1.072650 3.549422 0.104 -1.012 -0.547
C -2.223649 -1.728005 4.471802 -0.166 -2.151 -1.005
C -2.665300 -3.047736 4.114945 0.062 0.474 -1.628
C -2.429341 -3.449044 2.761928 0.214 0.060 1.953
C -1.584318 -2.749078 1.915441 -0.226 0.181 0.931
N -1.022280 -1.621475 2.371884 -0.093 0.484 -1.119
H -1.109564 0.331171 5.879326 -0.214 0.130 -0.459
H -0.213063 1.631375 5.123992 0.248 0.419 -0.030
H -1.934905 1.629569 4.983466 -1.176 0.971 0.325
H -1.144740 4.472140 2.590677 0.520 0.122 -0.532
H -1.224745 6.681353 1.799581 -1.461 2.351 1.106
H 0.055672 7.418086 -0.341185 -0.226 0.194 -0.155
H 1.308521 5.753474 -1.576658 -0.020 -0.128 0.400
H 1.541960 3.376231 -0.655832 0.191 0.319 -0.184
H -2.476887 -1.240573 5.382083 -0.215 0.075 0.588
H -3.270556 -3.801289 4.691382 0.717 1.474 -0.105
H -2.862548 -4.378883 2.483515 -0.211 -0.541 -0.558
H -1.422377 -3.052447 0.876013 0.241 0.004 0.422
C 2.261516 -1.911013 4.280813 -0.890 0.297 -0.306
As 2.336633 -0.701050 2.713705 -0.409 -0.144 0.551
C 2.934443 0.886114 3.606772 0.577 0.672 0.389
C 3.910650 -1.095577 1.681721 -1.538 -0.473 -1.222
C 5.172502 -0.893625 2.123657 0.686 0.795 1.931
C 6.261719 -1.177391 1.356584 1.201 -0.949 -1.198
C 6.100338 -1.700526 0.063166 -1.539 0.497 1.039
C 4.790983 -1.889695 -0.427629 0.726 0.212 -0.709
C 3.714291 -1.571649 0.368484 -0.533 -0.352 0.695
As 1.900085 -2.122091 -0.104433 -0.249 -0.872 0.364
C 2.052345 -2.849896 -1.922595 0.386 2.501 0.543
C 1.752681 -3.794874 0.932977 0.516 0.181 1.271
H 1.872857 -1.264702 5.117271 0.383 -0.951 -0.720
H 3.225412 -2.345582 4.496980 0.433 0.261 0.208
H 1.606685 -2.766515 4.042993 -0.031 0.534 0.326
H 3.709375 0.568119 4.344088 -0.442 0.464 -0.613
H 2.146127 1.436466 4.147375 0.209 -0.370 -0.327
H 3.358567 1.542091 2.820774 -0.090 -0.228 0.640
H 5.382223 -0.506417 3.130063 -0.317 -0.167 -0.362
H 7.240472 -1.077000 1.830459 -0.157 0.063 -0.510
H 6.927182 -1.972263 -0.527533 0.914 -0.200 -0.619
H 4.607222 -2.233107 -1.461688 0.401 0.061 0.720
H 2.802903 -3.576363 -1.914665 0.682 -1.743 0.192
H 2.548047 -2.030624 -2.459797 -0.594 -0.018 -0.265
H 1.104365 -3.112917 -2.346371 -0.368 -0.248 -0.165
H 2.206422 -4.622169 0.436217 0.527 -0.407 -0.735
H 0.751447 -4.099912 1.121500 -1.159 0.029 -0.276
H 2.181102 -3.825205 1.957260 0.164 0.684 -0.637
Br -0.863910 -5.458859 -1.518750 -0.939 0.038 -0.090
C -2.762622 -5.169842 -1.852238 0.272 0.585 -0.452
C -3.679655 -5.989941 -1.200486 2.411 -2.884 1.750
C -5.030810 -5.830741 -1.247043 0.747 -0.299 0.107
C -5.425834 -4.783211 -2.023627 -2.330 0.690 -0.337
C -4.625857 -3.946590 -2.752562 2.134 0.473 -1.079
C -3.203453 -4.145915 -2.703024 -0.953 -0.065 0.839
I -1.866875 -2.841621 -3.678557 -0.512 -0.233 0.176
H -3.253420 -6.896995 -0.623994 -0.627 1.697 -0.886
H -5.703323 -6.517200 -0.722526 0.213 0.469 -0.317
H -6.485052 -4.638207 -2.052645 -0.572 0.384 -0.346
H -5.025527 -3.172785 -3.444853 0.208 -0.670 0.831
Br 5.030104 0.769223 -3.769022 0.208 -0.493 0.101
C 4.136334 2.386528 -4.031598 -1.268 -0.071 2.629
C 4.262982 3.090413 -5.164102 1.309 0.598 -2.388
C 3.593589 4.302029 -5.253308 1.356 0.253 -1.289
C 2.834946 4.704099 -4.213305 -1.382 1.543 0.567
N 2.604076 4.046983 -3.078513 1.567 -1.920 -0.046
C 3.315118 2.891387 -2.983656 -0.797 0.154 -0.447
H 4.963627 2.754309 -5.962600 -0.772 0.272 0.632
H 3.783476 5.025021 -6.067496 -0.290 -0.798 0.336
H 2.362713 5.673947 -4.317869 -0.205 0.041 0.229
H 3.147145 2.283134 -2.083495 0.268 0.315 -0.328
C -3.756713 -1.225320 0.053254 0.364 -0.898 0.052
C -4.103625 0.228083 0.288925 1.468 0.131 1.210
C -3.908831 0.645364 1.770259 -0.628 -0.002 -0.399
C -3.276914 1.146747 -0.607804 -0.844 -0.424 1.022
C -3.970185 2.159173 -1.208947 0.231 1.152 -1.570
C -3.296713 3.017453 -2.111262 0.614 -0.250 0.212
C -1.949044 2.840894 -2.424899 -1.291 -2.489 2.066
C -1.266951 1.722548 -1.848781 0.854 0.705 -1.961
C 0.039913 1.368342 -2.668632 0.266 0.032 1.207
C 0.958342 0.203420 -2.230978 -0.225 0.930 0.331
C -0.166128 1.064233 -4.152918 -0.299 0.059 -0.136
C -1.910484 1.005044 -0.859297 0.486 -0.846 -0.260
O -1.209944 -0.001688 -0.183224 0.376 -0.191 0.795
H -3.489975 -1.304733 -1.009167 -0.045 -0.554 0.245
H -4.529637 -1.974526 0.308956 -0.029 0.640 -0.232
H -2.890691 -1.524998 0.670784 -0.502 0.395 -0.669
H -5.115843 0.393874 0.047352 -1.238 0.210 -0.462
H -2.850329 0.523658 1.981244 -0.104 -0.176 0.427
H -4.589910 0.093719 2.460059 0.731 0.135 -0.425
H -4.134317 1.707522 1.885141 -0.025 -0.006 0.020
H -5.062243 2.240544 -1.104604 0.651 0.025 0.127
H -3.822315 3.776303 -2.646764 -0.461 0.454 -0.068
H -1.446444 3.373566 -3.172112 0.445 0.932 -0.928
H 0.653648 2.268278 -2.618811 -0.121 0.239 -0.088
H 0.300197 -0.605367 -1.989392 -0.080 -0.885 -0.118
H 1.608055 0.412816 -1.363741 -0.204 0.133 -0.249
H 1.597377 -0.030453 -3.088009 -0.009 -0.199 0.342
H -0.481541 0.051916 -4.379137 -0.123 -0.490 0.458
H 0.834776 1.139973 -4.575819 -0.186 0.361 -0.516
H -0.904396 1.662497 -4.667277 0.128 0.601 -0.106
```
Forces are in eV/Å.

Its net charge is +2. As for the relative energy (zero: lowest compared OMol25 entry of this formula, charge and spin): 43.2 kcal/mol. The value obtained for the HOMO-LUMO gap is 6.4 eV. The HOMO energy comes out at -13.02 eV.



Record 3
Entry from OMol25: a molecular structure, C5H20N11O8Tl (wB97M-V/def2-TZVPD).

```
45
Properties=species:S:1:pos:R:3:forces:R:3
Tl -7.985821 -27.725758 18.828002 -0.339 0.447 0.689
N -10.064913 -31.229051 18.366679 1.937 2.051 -0.691
O -9.624508 -32.222056 17.807682 0.070 -0.071 -0.556
O -10.791566 -31.483792 19.296040 -1.277 -0.104 1.102
O -9.718273 -30.057231 18.094878 -0.635 -2.048 -0.059
C -11.969242 -27.964837 19.655766 -0.847 -1.296 0.834
O -10.779987 -28.136932 19.820123 2.418 0.034 0.739
N -12.479078 -27.339693 18.645554 -0.819 2.163 -3.116
N -12.945359 -28.479000 20.403277 -0.270 -1.349 2.499
H -11.850983 -27.070046 17.901997 -0.646 0.046 -0.020
H -13.479383 -27.436121 18.544589 0.353 0.500 -0.827
H -12.681715 -28.974788 21.242791 -0.143 0.071 -0.119
H -13.934579 -28.327034 20.267466 0.340 0.065 -0.030
C -6.937629 -23.838788 17.823368 1.216 1.459 -0.744
O -7.375127 -24.971634 17.831197 -1.817 -3.564 0.229
N -7.320726 -22.909419 18.616836 -1.658 1.886 2.838
N -6.014341 -23.444995 16.989442 1.721 -0.285 -2.145
H -8.020034 -23.140005 19.308141 0.309 0.528 0.067
H -6.901148 -21.994166 18.537075 -0.455 -0.040 0.391
H -5.900799 -23.985369 16.143747 0.431 0.347 0.035
H -5.711620 -22.483133 17.046656 0.185 -0.270 -0.561
C -7.292410 -29.706470 15.481497 -3.318 -0.235 -2.817
O -7.139022 -29.354973 16.622703 1.984 2.217 5.296
N -7.172255 -30.937862 15.234975 1.955 -5.445 -0.085
N -7.908955 -29.077348 14.554220 -0.781 3.445 -1.451
H -7.076844 -31.573635 16.013950 0.305 -0.519 -0.246
H -7.133051 -31.225560 14.267612 0.460 -0.734 0.113
H -8.335608 -28.199357 14.813427 0.021 0.177 -0.922
H -8.163838 -29.632183 13.749672 -0.518 0.756 -0.180
C -5.249787 -25.190818 20.565761 0.750 1.142 0.539
O -6.020608 -26.022984 20.254187 -4.260 -4.310 -1.687
N -5.336769 -24.454462 21.624458 -0.695 1.846 3.167
N -4.225420 -24.841208 19.859171 2.688 0.470 -2.540
H -4.543186 -23.836937 21.719204 -0.874 0.323 1.288
H -6.063434 -24.642411 22.300274 0.671 0.326 0.198
H -4.128880 -25.323324 18.976931 0.892 0.253 0.290
H -3.517068 -24.363720 20.397995 0.699 -0.256 -1.303
C -9.220029 -24.455547 21.046931 0.012 -1.160 0.051
O -9.089770 -25.427987 20.297074 0.585 -1.829 -1.824
N -9.623346 -23.320210 20.653217 -1.709 4.249 -3.125
N -8.989823 -24.484566 22.296278 1.418 -1.640 4.761
H -9.589479 -22.524765 21.274687 -0.290 0.083 -0.309
H -10.135142 -23.282992 19.783277 -0.103 0.427 0.091
H -9.396836 -23.790942 22.907276 0.033 -0.187 0.084
H -8.663941 -25.335628 22.731698 0.001 0.029 0.055
```
Forces are in eV/Å.

Its spin multiplicity is 2. Its net charge is +3. As for the relative energy (zero: lowest compared OMol25 entry of this formula, charge and spin): 0.0 kcal/mol. The value obtained for the HOMO-LUMO gap (alpha / beta) is 3.7 / 3.2 eV. The HOMO energy (alpha / beta) comes out at -17.17 / -17.16 eV.



Going through the records in order, we get maximum force values of 3.76 4.32 6.29 eV Å⁻¹.
Going through the records in order, we get energy values of -10870.830 -352619.297 -42940.142 eV.